Record 1
{
  "formula": "C38H55NO3P2PtSSi",
  "method": "wB97M-V/def2-TZVPD",
  "gap_ev": [5.38, 6.61],
  "molar_mass_g_mol": 891.04,
  "energy_ev": -88469.438,
  "multiplicity": 2,
  "fmax_ev_per_a": 0.6,
  "homo_energy_ev": [-3.037, -4.272],
  "s2": 0.761,
  "total_charge": -1,
  "symbols": ["Pt", "C", "Si", "C", "C", "C", "C", "C", "C", "P", "C", "C", "C", "C", "C", "C", "C", "C", "C", "C", "C", "C", "C", "C", "C", "C", "C", "C", "P", "C", "C", "C", "C", "C", "C", "C", "C", "C", "C", "C", "C", "H", "H", "H", "H", "H", "H", "H", "H", "H", "H", "H", "H", "H", "H", "H", "H", "H", "H", "H", "H", "H", "H", "H", "H", "H", "H", "H", "H", "H", "H", "H", "H", "H", "H", "H", "H", "H", "H", "H", "H", "H", "H", "H", "H", "H", "H", "H", "H", "H", "H", "H", "H", "H", "H", "H", "S", "C", "O", "N", "O", "O"],
  "xyz": [[1.78, 1.08, -0.73], [1.21, 4.42, 0.38], [0.89, 2.59, 0.66], [1.36, 2.15, 2.46], [1.66, 3.17, 3.36], [2.10, 2.91, 4.65], [2.26, 1.60, 5.06], [1.95, 0.56, 4.18], [1.49, 0.82, 2.89], [1.09, -0.55, 1.72], [2.31, -1.88, 2.20], [2.66, -2.69, 0.94], [3.84, -3.63, 1.18], [3.59, -4.55, 2.37], [3.22, -3.76, 3.62], [2.02, -2.85, 3.35], [-0.61, -1.05, 2.27], [-1.11, -2.24, 1.45], [-2.63, -2.40, 1.60], [-3.01, -2.56, 3.07], [-2.46, -1.41, 3.92], [-0.95, -1.25, 3.75], [-1.00, 2.28, 0.65], [-1.83, 2.69, 1.70], [-3.15, 2.27, 1.77], [-3.67, 1.43, 0.78], [-2.86, 1.04, -0.28], [-1.54, 1.47, -0.35], [-0.35, 0.97, -1.67], [-0.64, 2.18, -3.03], [-2.08, 2.72, -3.14], [-2.38, 3.22, -4.56], [-1.15, 3.91, -5.14], [-0.02, 2.89, -5.36], [-0.13, 1.70, -4.40], [-0.92, -0.72, -2.14], [0.27, -1.57, -2.63], [-0.20, -2.86, -3.32], [-1.50, -3.36, -2.70], [-2.64, -2.35, -2.94], [-2.10, -0.92, -3.10], [0.45, 5.05, 0.87], [1.20, 4.61, -0.69], [2.20, 4.71, 0.74], [1.57, 4.21, 3.04], [2.34, 3.73, 5.32], [2.62, 1.37, 6.05], [2.08, -0.45, 4.52], [3.20, -1.30, 2.46], [2.87, -2.01, 0.11], [1.78, -3.28, 0.64], [4.73, -3.02, 1.38], [4.06, -4.20, 0.28], [4.46, -5.18, 2.56], [2.76, -5.23, 2.12], [4.08, -3.14, 3.92], [3.01, -4.43, 4.45], [1.74, -2.32, 4.27], [1.16, -3.47, 3.10], [-1.20, -0.18, 1.94], [-0.62, -3.16, 1.79], [-0.84, -2.12, 0.40], [-2.98, -3.25, 1.01], [-3.11, -1.50, 1.20], [-2.59, -3.51, 3.44], [-4.09, -2.63, 3.18], [-2.71, -1.57, 4.97], [-2.95, -0.48, 3.61], [-0.45, -2.15, 4.13], [-0.59, -0.41, 4.34], [-1.43, 3.30, 2.50], [-3.78, 2.57, 2.60], [-4.69, 1.08, 0.84], [-3.28, 0.38, -1.03], [0.03, 2.99, -2.73], [-2.20, 3.54, -2.43], [-2.82, 1.97, -2.85], [-3.25, 3.90, -4.53], [-2.67, 2.39, -5.20], [-0.83, 4.69, -4.46], [-1.40, 4.41, -6.08], [0.95, 3.37, -5.22], [-0.04, 2.52, -6.38], [0.85, 1.22, -4.30], [-0.83, 0.96, -4.80], [-1.24, -1.11, -1.17], [0.89, -1.81, -1.77], [0.90, -0.99, -3.30], [0.58, -3.62, -3.26], [-0.36, -2.68, -4.39], [-1.34, -3.50, -1.62], [-1.77, -4.34, -3.09], [-3.34, -2.38, -2.09], [-3.21, -2.63, -3.82], [-2.91, -0.21, -2.95], [-1.76, -0.76, -4.12], [4.78, 1.57, 0.84], [3.51, 1.27, -0.01], [2.48, 3.73, -2.83], [2.92, 2.94, -3.69], [3.30, 3.37, -4.80], [2.97, 1.71, -3.44]]
}

Record 2
{
  "formula": "C38H55Si4",
  "method": "wB97M-V/def2-TZVPD",
  "gap_ev": 5.37,
  "de_lowest_kcal_mol": 0.0,
  "molar_mass_g_mol": 624.20,
  "energy_ev": -71805.305,
  "fmax_ev_per_a": 2.3,
  "homo_energy_ev": -10.788,
  "total_charge": 1,
  "symbols": ["C", "C", "C", "C", "C", "C", "C", "C", "C", "C", "C", "H", "H", "H", "H", "H", "H", "H", "H", "H", "H", "H", "H", "H", "H", "H", "C", "Si", "C", "C", "C", "C", "C", "C", "C", "C", "Si", "H", "C", "Si", "C", "C", "C", "C", "C", "C", "C", "C", "C", "Si", "C", "C", "C", "C", "C", "C", "C", "C", "H", "H", "H", "H", "H", "H", "H", "H", "H", "H", "H", "H", "H", "H", "H", "H", "H", "H", "H", "H", "H", "H", "H", "H", "H", "H", "H", "H", "H", "H", "H", "H", "H", "H", "H", "H", "H", "H", "H"],
  "xyz": [[0.17, -1.69, 2.78], [1.29, -2.34, 2.07], [2.52, -2.62, 2.70], [3.09, -3.95, 2.69], [2.30, -5.12, 2.18], [4.34, -4.18, 3.26], [5.09, -3.14, 3.83], [6.46, -3.36, 4.40], [4.52, -1.87, 3.90], [3.23, -1.62, 3.46], [2.62, -0.30, 3.77], [-0.78, -2.21, 2.62], [0.31, -1.63, 3.87], [0.01, -0.66, 2.41], [1.04, -2.87, 1.15], [2.98, -5.87, 1.74], [1.75, -5.63, 3.00], [1.56, -4.84, 1.43], [4.75, -5.19, 3.25], [6.90, -2.40, 4.68], [6.44, -3.99, 5.31], [7.12, -3.85, 3.67], [5.09, -1.06, 4.36], [3.36, 0.39, 4.18], [2.23, 0.15, 2.85], [1.80, -0.38, 4.49], [-2.06, -2.19, 0.54], [-2.87, -1.52, -0.99], [-3.13, -2.85, -2.27], [-4.58, -0.92, -0.44], [-5.20, 0.16, -1.07], [-6.43, 0.63, -0.57], [-7.02, 0.04, 0.55], [-6.39, -1.04, 1.17], [-5.18, -1.54, 0.66], [-1.94, -0.04, -1.64], [-0.12, 0.25, -1.26], [0.44, -0.69, -0.10], [0.85, 0.05, -2.86], [0.39, 1.14, -4.32], [0.19, 0.09, -5.84], [-1.17, 2.16, -4.08], [1.77, 2.40, -4.66], [1.45, 3.68, -5.12], [2.46, 4.57, -5.52], [3.80, 4.19, -5.42], [4.13, 2.93, -4.91], [3.12, 2.04, -4.52], [0.05, 2.10, -0.85], [0.27, 2.60, 0.94], [1.96, 2.00, 1.43], [0.23, 4.44, 1.16], [-1.16, 1.91, 1.98], [-0.98, 1.36, 3.26], [-2.01, 0.64, 3.87], [-3.28, 0.59, 3.29], [-3.51, 1.30, 2.11], [-2.47, 1.96, 1.46], [-1.04, -2.54, 0.32], [-2.01, -1.39, 1.30], [-2.63, -3.03, 0.96], [-2.19, -3.12, -2.76], [-3.54, -3.75, -1.77], [-3.85, -2.52, -3.03], [-4.74, 0.64, -1.93], [-6.91, 1.47, -1.08], [-7.97, 0.41, 0.93], [-6.82, -1.51, 2.05], [-4.71, -2.41, 1.12], [-2.05, -0.11, -2.74], [-2.49, 0.87, -1.34], [1.93, 0.22, -2.62], [0.76, -1.01, -3.18], [-0.62, -0.64, -5.70], [-0.05, 0.72, -6.71], [1.12, -0.46, -6.05], [-2.03, 1.57, -3.76], [-1.02, 2.98, -3.36], [-1.42, 2.62, -5.05], [0.40, 3.99, -5.18], [2.18, 5.55, -5.92], [4.59, 4.88, -5.75], [5.18, 2.62, -4.83], [3.38, 1.05, -4.12], [0.96, 2.47, -1.37], [-0.81, 2.65, -1.26], [2.74, 2.53, 0.85], [2.14, 2.20, 2.49], [2.07, 0.93, 1.21], [0.98, 4.93, 0.51], [-0.76, 4.85, 0.92], [0.47, 4.67, 2.21], [-0.01, 1.47, 3.77], [-1.80, 0.11, 4.80], [-4.08, 0.02, 3.76], [-4.52, 1.34, 1.69], [-2.66, 2.52, 0.54]]
}

Record 3
{
  "formula": "C38H56AlN8",
  "method": "wB97M-V/def2-TZVPD",
  "gap_ev": 7.10,
  "molar_mass_g_mol": 651.90,
  "energy_ev": -58828.126,
  "fmax_ev_per_a": 2.7,
  "homo_energy_ev": -5.122,
  "total_charge": -1,
  "symbols": ["C", "C", "C", "C", "C", "C", "Al", "H", "H", "H", "H", "H", "H", "H", "H", "H", "H", "H", "H", "H", "H", "H", "H", "N", "C", "C", "C", "C", "H", "H", "H", "H", "H", "N", "C", "C", "C", "C", "H", "H", "H", "H", "H", "N", "C", "C", "C", "C", "H", "H", "H", "H", "H", "N", "C", "C", "C", "C", "H", "H", "H", "H", "H", "N", "C", "C", "C", "C", "H", "H", "H", "H", "H", "N", "C", "C", "C", "C", "H", "H", "H", "H", "H", "N", "C", "C", "C", "C", "H", "H", "H", "H", "H", "N", "C", "C", "C", "C", "H", "H", "H", "H", "H"],
  "xyz": [[-3.30, 1.17, 3.10], [-4.83, 0.69, 3.47], [-5.81, 0.47, 2.18], [-5.13, -0.32, 0.91], [-4.27, 0.63, -0.11], [-2.81, -0.17, -0.34], [-1.49, 0.88, -1.51], [-2.63, 0.24, 2.78], [-2.82, 1.54, 4.13], [-3.23, 2.05, 2.34], [-4.76, -0.24, 4.19], [-5.31, 1.58, 4.11], [-6.71, -0.22, 2.55], [-6.32, 1.50, 1.89], [-6.01, -0.81, 0.27], [-4.45, -1.22, 1.27], [-4.12, 1.73, 0.25], [-4.75, 0.67, -1.21], [-2.39, -0.46, 0.72], [-3.12, -1.20, -0.85], [-1.70, 0.60, -3.06], [-1.71, 2.43, -1.26], [0.00, 0.46, -1.05], [-0.35, 1.66, -6.74], [0.72, 0.82, -6.91], [1.40, 0.74, -5.72], [0.71, 1.56, -4.79], [-0.37, 2.11, -5.44], [-1.03, 1.90, -7.45], [0.91, 0.35, -7.87], [2.29, 0.16, -5.53], [0.97, 1.72, -3.75], [-1.15, 2.78, -5.10], [2.98, 4.22, -3.36], [3.81, 5.30, -3.53], [3.40, 6.28, -2.65], [2.30, 5.77, -1.93], [2.07, 4.50, -2.38], [3.05, 3.35, -3.88], [4.61, 5.28, -4.26], [3.86, 7.26, -2.55], [1.74, 6.28, -1.15], [1.33, 3.76, -2.09], [4.72, -1.21, -4.83], [4.26, -2.20, -4.01], [4.79, -2.00, -2.76], [5.59, -0.84, -2.82], [5.53, -0.37, -4.11], [4.50, -1.10, -5.81], [3.59, -2.97, -4.40], [4.61, -2.63, -1.89], [6.16, -0.40, -2.01], [6.00, 0.49, -4.58], [8.91, -0.01, -5.44], [10.19, -0.50, -5.41], [10.84, -0.07, -6.55], [9.92, 0.71, -7.29], [8.74, 0.73, -6.58], [8.21, -0.17, -4.74], [10.53, -1.11, -4.58], [11.87, -0.29, -6.81], [10.10, 1.21, -8.23], [7.79, 1.21, -6.79], [-2.65, -0.89, -5.29], [-2.68, -1.76, -6.34], [-3.49, -2.82, -6.01], [-3.98, -2.57, -4.70], [-3.45, -1.37, -4.28], [-2.13, -0.02, -5.26], [-2.11, -1.56, -7.25], [-3.71, -3.68, -6.63], [-4.65, -3.20, -4.13], [-3.57, -0.83, -3.36], [-4.09, -2.02, 7.49], [-4.64, -1.23, 8.47], [-4.05, 0.01, 8.40], [-3.10, -0.03, 7.34], [-3.15, -1.30, 6.80], [-4.33, -2.99, 7.31], [-5.41, -1.62, 9.12], [-4.27, 0.85, 9.04], [-2.46, 0.77, 7.02], [-2.60, -1.74, 5.98], [2.27, -1.95, 0.53], [3.27, -1.05, 0.27], [4.12, -1.03, 1.35], [3.63, -1.97, 2.29], [2.48, -2.52, 1.75], [1.50, -2.16, -0.09], [3.28, -0.49, -0.66], [5.01, -0.42, 1.44], [4.06, -2.21, 3.25], [1.80, -3.27, 2.14], [-6.09, -1.84, 11.79], [-5.02, -2.68, 11.61], [-4.34, -2.76, 12.81], [-5.03, -1.94, 13.74], [-6.11, -1.39, 13.08], [-6.76, -1.59, 11.07], [-4.83, -3.14, 10.65], [-3.44, -3.34, 12.99], [-4.77, -1.78, 14.78], [-6.88, -0.72, 13.42]]
}

Record 4
{
  "formula": "C38H57ClInN7O4P2Si",
  "method": "wB97M-V/def2-TZVPD",
  "gap_ev": 7.08,
  "de_lowest_kcal_mol": 0.0,
  "molar_mass_g_mol": 916.22,
  "energy_ev": -103100.752,
  "fmax_ev_per_a": 1.6,
  "homo_energy_ev": -7.273,
  "symbols": ["In", "C", "N", "C", "C", "N", "C", "P", "C", "N", "C", "C", "N", "C", "C", "N", "C", "C", "N", "C", "H", "H", "H", "H", "H", "H", "H", "H", "H", "H", "H", "H", "H", "H", "H", "C", "C", "C", "P", "C", "C", "C", "C", "C", "C", "C", "C", "C", "C", "N", "C", "C", "C", "C", "C", "C", "C", "C", "C", "H", "H", "H", "H", "H", "H", "H", "H", "H", "H", "H", "H", "H", "H", "H", "H", "H", "H", "H", "H", "H", "H", "H", "H", "H", "H", "H", "H", "H", "H", "H", "C", "Si", "C", "C", "C", "H", "H", "H", "H", "H", "H", "H", "H", "H", "H", "H", "O", "Cl", "O", "O", "O"],
  "xyz": [[-0.29, 0.30, 0.45], [-5.68, -0.56, 2.02], [-4.63, -0.44, 1.02], [-4.70, 0.34, -0.11], [-3.44, 0.42, -0.61], [-2.61, -0.29, 0.20], [-3.33, -0.79, 1.18], [-2.81, -2.02, 2.40], [-1.60, -0.91, 3.25], [-0.70, -0.15, 2.66], [0.09, 0.42, 3.64], [-0.31, -0.07, 4.85], [-1.40, -0.88, 4.61], [-2.21, -1.51, 5.64], [-1.58, -2.92, 1.36], [-0.53, -2.34, 0.81], [0.18, -3.30, 0.20], [-0.44, -4.49, 0.35], [-1.55, -4.27, 1.10], [-2.36, -5.34, 1.65], [-5.94, 0.45, 2.36], [-6.58, -1.08, 1.61], [-5.37, -1.12, 2.89], [-5.61, 0.86, -0.39], [-3.11, 0.91, -1.52], [0.92, 1.09, 3.46], [-0.03, 0.13, 5.87], [-2.39, -0.80, 6.43], [-3.17, -1.77, 5.20], [-1.73, -2.39, 6.02], [1.11, -3.13, -0.32], [-0.19, -5.50, 0.07], [-1.94, -6.26, 1.17], [-2.25, -5.42, 2.72], [-3.42, -5.23, 1.34], [4.57, 1.96, 0.86], [3.65, 1.51, -0.22], [4.25, 1.56, -1.60], [2.97, -0.12, 0.26], [4.09, -1.08, 1.37], [5.56, -1.34, 1.02], [3.36, -2.39, 1.68], [2.59, -1.01, -1.22], [3.76, -1.60, -1.76], [3.82, -2.04, -3.05], [5.09, -2.53, -3.67], [2.67, -1.83, -3.82], [1.51, -1.26, -3.35], [1.39, -0.87, -2.00], [0.22, -0.33, -1.54], [-0.78, 0.05, -2.49], [-1.80, -0.82, -2.83], [-1.87, -2.26, -2.31], [-2.85, -0.36, -3.66], [-2.85, 0.92, -4.19], [-4.05, 1.46, -4.96], [-1.72, 1.70, -3.97], [-0.68, 1.30, -3.13], [0.57, 2.11, -3.08], [5.55, 1.47, 0.87], [4.11, 1.88, 1.84], [4.73, 3.02, 0.79], [2.75, 2.14, -0.18], [5.14, 0.92, -1.68], [4.56, 2.57, -1.79], [3.57, 1.20, -2.33], [4.09, -0.46, 2.31], [5.62, -2.23, 0.45], [6.13, -1.44, 1.95], [5.96, -0.49, 0.42], [3.26, -2.98, 0.78], [2.37, -2.24, 2.02], [3.91, -2.97, 2.40], [4.66, -1.57, -1.19], [5.86, -2.63, -2.91], [5.44, -1.85, -4.45], [4.97, -3.53, -4.14], [2.69, -2.20, -4.86], [0.66, -1.15, -3.99], [-2.33, -2.33, -1.34], [-0.88, -2.69, -2.29], [-2.50, -2.83, -3.04], [-3.65, -1.06, -3.81], [-4.82, 0.71, -5.08], [-3.81, 1.87, -5.93], [-4.53, 2.26, -4.36], [-1.60, 2.65, -4.44], [0.36, 3.17, -2.99], [1.12, 1.97, -4.03], [1.24, 1.82, -2.28], [-1.12, 5.17, 0.94], [-1.82, 3.46, 0.68], [-3.09, 3.63, -0.73], [-2.63, 2.71, 2.24], [-0.35, 2.41, 0.46], [-1.86, 5.90, 1.25], [-0.71, 5.51, -0.04], [-0.28, 5.18, 1.65], [-3.43, 4.70, -0.59], [-3.95, 2.99, -0.66], [-2.61, 3.51, -1.70], [-3.58, 3.16, 2.53], [-1.90, 2.82, 3.08], [-2.73, 1.62, 2.12], [0.23, 2.59, 1.38], [0.25, 2.76, -0.38], [3.03, 3.97, 2.38], [2.03, 3.40, 3.30], [2.75, 2.36, 4.14], [1.61, 4.48, 4.21], [1.69, 0.04, 1.13]]
}